1.
20
Properties=species:S:1:pos:R:3 method="wB97M-V/def2-TZVPD" de_lowest_kcal_mol=49.8 spin_multiplicity=1 total_energy_ha=-328.2394 homo_energy_ev=-8.7 charge=0 smiles=C[C@@H](CO)N(C)C
C -0.6717 -1.5872 1.0466
C 0.2096 -0.4819 0.3778
C 0.2782 -0.8485 -1.1446
O 1.4341 -1.6345 -1.5138
N -0.1574 0.8666 0.7574
C 1.0556 1.6982 0.5662
C -1.2917 1.3009 -0.0584
H -1.3733 -1.1486 1.7608
H -1.2340 -2.2655 0.4077
H -0.0734 -2.2744 1.6557
H 1.2281 -0.7911 0.6233
H -0.5637 -1.4634 -1.4245
H 0.2291 0.0103 -1.8277
H 1.9047 -1.1408 -2.1584
H 0.8894 2.7566 0.7623
H 1.7913 1.4463 1.3259
H 1.4131 1.4907 -0.4446
H -1.9774 0.4481 -0.1468
H -1.1876 1.6402 -1.0993
H -1.9031 1.9780 0.5343

---

2.
20
Properties=species:S:1:pos:R:3 method="wB97M-V/def2-TZVPD" de_lowest_kcal_mol=22.6 spin_multiplicity=1 total_energy_ha=-328.2829 homo_energy_ev=-9.9 charge=0 smiles="CCC(N)=O.CC"
C -0.3059 1.6706 0.6413
C -1.4042 0.5797 0.9016
C -1.4722 -0.2637 -0.3269
N -2.4460 -0.0419 -1.2501
O -0.5791 -1.0430 -0.6609
H -0.7091 2.5367 0.1275
H 0.5231 1.2808 0.0579
H 0.0679 2.1924 1.5417
H -0.9338 -0.0890 1.6134
H -2.2709 1.1977 1.2587
H -2.4502 -0.9578 -1.7650
H -3.1456 0.6654 -1.3258
C 2.3622 -0.8144 0.8994
C 3.1649 -0.3515 -0.3089
H 1.5583 -1.4942 0.6222
H 3.0223 -1.3366 1.5831
H 1.9542 0.0886 1.3920
H 2.8493 -0.7947 -1.2579
H 3.0135 0.7196 -0.5097
H 4.2636 -0.3860 -0.1936

---

3.
20
Properties=species:S:1:pos:R:3 method="wB97M-V/def2-TZVPD" de_lowest_kcal_mol=73.2 spin_multiplicity=1 total_energy_ha=-328.2022 homo_energy_ev=-8.9 charge=0 smiles="C/C=C/CNC.O"
C 1.1989 -0.4643 -2.3915
C 0.0050 0.4098 -1.8394
C -0.0383 1.2539 -0.7761
C -1.1649 0.8763 0.2003
N -0.7221 0.0748 1.3587
C -0.1114 0.9192 2.4068
H 1.5056 -1.3214 -1.8121
H 1.0698 -0.7290 -3.4590
H 2.0631 0.1241 -2.3687
H -0.9208 0.1943 -2.3817
H 0.9424 1.3842 -0.3595
H -1.7320 1.7982 0.5819
H -1.8359 0.3809 -0.4232
H -1.4971 -0.4118 1.7408
H 0.6613 0.3839 2.9333
H 0.2703 1.8849 1.9213
H -0.9289 1.3043 3.1091
O 0.6100 -2.3651 0.4458
H 0.1387 -1.6152 0.7550
H 1.1021 -2.9496 1.0848

---

4.
20
Properties=species:S:1:pos:R:3 method="wB97M-V/def2-TZVPD" de_lowest_kcal_mol=22.4 spin_multiplicity=1 total_energy_ha=-328.2832 homo_energy_ev=-8.9 charge=0 smiles=C[C@@H](N)CCCO
C 0.8345 0.8510 -1.8660
C -0.1710 0.9043 -0.6997
N -1.3712 1.6735 -1.0979
C -0.5782 -0.4719 -0.2424
C 0.4970 -1.2686 0.5350
C 0.3063 -1.1793 2.0316
O 0.5321 0.1498 2.4779
H 1.7975 0.5370 -1.4555
H 1.0383 1.8679 -2.1905
H 0.5145 0.1478 -2.6170
H 0.2990 1.4844 0.0824
H -1.3195 2.0373 -2.0382
H -2.2251 1.1261 -1.0329
H -1.3729 -0.3746 0.5060
H -0.9422 -1.0709 -1.0754
H 1.5114 -0.9527 0.2675
H 0.4173 -2.3186 0.2740
H -0.7181 -1.5028 2.2693
H 0.9193 -1.9036 2.5726
H 0.0311 0.2638 3.2991

---

5.
20
Properties=species:S:1:pos:R:3 method="wB97M-V/def2-TZVPD" de_lowest_kcal_mol=8.1 spin_multiplicity=1 total_energy_ha=-328.3060 homo_energy_ev=-9.8 charge=0 smiles="CCC(N)=O.CC"
C -0.5295 -2.4219 0.4549
C 0.1523 -1.0871 0.1000
C -0.2292 -0.5067 -1.2148
N -0.6245 -1.3915 -2.1899
O -0.0878 0.6651 -1.5029
H 0.0288 -3.2717 0.0692
H -1.5686 -2.3901 0.1360
H -0.5149 -2.5677 1.5345
H 0.0267 -0.3780 0.9149
H 1.2344 -1.2200 0.0382
H -0.6655 -1.0665 -3.1321
H -0.9565 -2.3408 -2.0907
C 0.1250 2.6453 1.4055
C 1.1724 2.0076 2.2960
H -0.9080 2.3501 1.6055
H 0.0771 3.7338 1.4939
H 0.3148 2.4839 0.3456
H 2.0167 2.6989 2.4576
H 0.8343 1.8662 3.3181
H 1.7021 1.1201 1.9546

---

6.
20
Properties=species:S:1:pos:R:3 method="wB97M-V/def2-TZVPD" de_lowest_kcal_mol=84.8 spin_multiplicity=1 total_energy_ha=-328.1837 homo_energy_ev=-8.1 charge=0
C -1.6850 -0.8406 0.5063
C -0.1931 -0.5886 0.2454
C 0.1459 0.1991 -0.8395
C -0.7967 1.2156 -1.3396
N 1.2027 -0.0957 -1.8090
C 0.9793 -1.2642 -2.7057
H -2.1052 -0.9639 -0.5503
H -2.0680 -0.1171 1.2741
H -1.8728 -1.8163 1.0956
H 0.4996 -1.4455 0.5561
H -1.4386 0.8568 -2.1284
H -1.3117 1.3722 -0.3356
H -0.2209 2.0751 -1.5991
H 1.6827 0.6971 -2.2096
H -0.1065 -1.3061 -3.0786
H 1.5781 -1.9610 -2.0938
H 1.6705 -1.0287 -3.5620
O 1.3766 1.2458 6.2568
H 1.3478 2.0577 6.8918
H 1.3154 1.7081 5.4249

---

7.
20
Properties=species:S:1:pos:R:3 method="wB97M-V/def2-TZVPD" de_lowest_kcal_mol=43.5 spin_multiplicity=1 total_energy_ha=-328.2495 homo_energy_ev=-9.0 charge=0 smiles=CCC1CNC1.O
C 1.9196 -2.2759 0.1582
C 0.4543 -2.1953 0.2254
C 0.1166 -0.7692 0.5988
C 0.1478 0.3184 -0.5487
N -1.1406 0.8447 -0.1334
C -1.3811 -0.3039 0.7237
H 2.2475 -3.3402 0.0560
H 2.4470 -1.8683 0.9978
H 2.2819 -1.7826 -0.7582
H -0.0284 -2.9526 0.8957
H 0.0111 -2.3774 -0.7772
H 0.6378 -0.3841 1.4735
H 0.9043 1.0813 -0.4830
H 0.2509 -0.1046 -1.5038
H -1.8277 0.9250 -0.8548
H -1.6066 -0.0728 1.7700
H -2.0837 -1.1041 0.3798
O -0.3539 3.7303 -0.8172
H -0.3547 3.2102 0.0325
H 0.3927 4.3705 -0.7012

---

8.
20
Properties=species:S:1:pos:R:3 method="wB97M-V/def2-TZVPD" de_lowest_kcal_mol=28.4 spin_multiplicity=1 total_energy_ha=-328.2736 homo_energy_ev=-8.7 charge=0 smiles=CC[C@@H](C)NCO
C -2.7220 -0.7660 0.4455
C -1.5912 0.1947 0.7818
C -0.3078 0.0356 -0.0315
C -0.5458 0.5069 -1.4864
N 0.7670 0.7757 0.5806
C 2.1039 0.1437 0.5271
O 2.2360 -0.6819 -0.6026
H -2.4386 -1.7696 0.7645
H -3.6271 -0.5071 0.9925
H -2.9050 -0.7251 -0.6275
H -1.9199 1.2309 0.6590
H -1.2777 0.0577 1.8224
H -0.0484 -1.0188 -0.1459
H 0.3893 0.7389 -1.9948
H -1.0390 -0.2436 -2.1120
H -1.1388 1.4216 -1.5919
H 0.9139 1.7287 0.3332
H 2.1714 -0.3853 1.4747
H 2.8032 0.9713 0.4368
H 3.0651 -1.1503 -0.5642

---

9.
20
Properties=species:S:1:pos:R:3 method="wB97M-V/def2-TZVPD" de_lowest_kcal_mol=37.9 spin_multiplicity=1 total_energy_ha=-328.2584 homo_energy_ev=-8.9 charge=0 smiles=CCC[C@H](N)CO
C 2.1389 0.7845 0.5079
C 1.1051 1.8096 -0.0234
C -0.3339 1.3352 0.1685
C -0.5175 -0.1445 -0.4443
N -1.7450 -0.1954 -1.2833
C -0.6888 -1.1682 0.6662
O -0.0293 -2.4139 0.4182
H 3.1427 1.1340 0.6721
H 2.1275 -0.0895 -0.1790
H 1.8266 0.4392 1.4946
H 1.3166 2.0015 -1.0654
H 1.2814 2.7838 0.4788
H -1.0431 2.0201 -0.2990
H -0.6289 1.2395 1.2062
H 0.2348 -0.2361 -1.2208
H -2.5897 -0.3497 -0.7524
H -1.9065 0.4864 -2.0042
H -1.8082 -1.2309 0.9055
H -0.3221 -0.9521 1.6739
H 0.2094 -2.3649 -0.5116

---

10.
20
Properties=species:S:1:pos:R:3 method="wB97M-V/def2-TZVPD" de_lowest_kcal_mol=29.5 spin_multiplicity=1 total_energy_ha=-328.2719 homo_energy_ev=-8.9 charge=0 smiles=CCCCNCO
C -2.1490 -0.6091 -0.6940
C -1.0649 -1.5964 -0.3357
C 0.2914 -1.3366 -0.9526
C 0.8520 0.0478 -0.5910
N 0.9941 0.3229 0.8259
C 1.3472 1.7109 1.0198
O 1.9573 1.9667 2.2726
H -3.0523 -0.8883 -0.1508
H -2.3489 -0.6109 -1.7712
H -1.9287 0.4306 -0.4449
H -0.9387 -1.5077 0.7628
H -1.4757 -2.6081 -0.3425
H 0.2389 -1.2585 -2.0471
H 1.0611 -2.0846 -0.7694
H 1.8571 0.1421 -1.0118
H 0.2611 0.8177 -1.1214
H 0.2107 0.1176 1.4215
H 2.0460 1.9917 0.2373
H 0.4622 2.3606 0.9690
H 1.3791 2.5916 2.7234

---

11.
20
Properties=species:S:1:pos:R:3 method="wB97M-V/def2-TZVPD" de_lowest_kcal_mol=30.6 spin_multiplicity=1 total_energy_ha=-328.2702 homo_energy_ev=-8.6 charge=0 smiles=CCN(C)CCO
C 2.1976 0.9377 0.1562
C 0.9295 0.3394 0.7559
N 0.1119 -0.3568 -0.2146
C 0.7086 -1.6137 -0.6530
C -1.2601 -0.4875 0.2516
C -2.0664 0.8169 0.0684
O -2.8287 0.8056 -1.1182
H 1.9513 1.7630 -0.5139
H 2.7917 0.1893 -0.3637
H 2.7945 1.3320 0.9832
H 0.3622 1.1841 1.1538
H 1.1660 -0.3020 1.6233
H 1.4739 -1.3978 -1.4033
H 1.1561 -2.1578 0.1656
H -0.0611 -2.2193 -1.1182
H -1.8271 -1.2433 -0.2864
H -1.2640 -0.7625 1.3190
H -1.3873 1.6732 0.0954
H -2.7354 0.9067 0.9280
H -2.2131 0.5927 -1.8289

---

12.
20
Properties=species:S:1:pos:R:3 method="wB97M-V/def2-TZVPD" de_lowest_kcal_mol=30.0 spin_multiplicity=1 total_energy_ha=-328.2711 homo_energy_ev=-9.0 charge=0 smiles=CC(C)CNCO
C -2.5645 -0.4361 0.4287
C -1.1716 -0.5511 -0.1961
C -1.2540 -0.8574 -1.6823
C -0.4935 0.8449 -0.0063
N 0.9765 0.8997 -0.1105
C 1.6546 -0.1312 0.6328
O 2.9894 0.2899 0.9190
H -3.2535 -1.1480 -0.0320
H -2.5761 -0.6790 1.5056
H -3.0294 0.5504 0.5133
H -0.7194 -1.2734 0.4845
H -2.0703 -0.3150 -2.1623
H -0.3233 -0.5101 -2.1404
H -1.4198 -1.9051 -1.9344
H -0.6907 1.1434 1.0237
H -0.9981 1.4902 -0.7214
H 1.2543 0.9664 -1.0884
H 1.1477 -0.2422 1.5954
H 1.6581 -1.0759 0.0894
H 2.8150 1.1107 1.3659

---

13.
20
Properties=species:S:1:pos:R:3 method="wB97M-V/def2-TZVPD" de_lowest_kcal_mol=85.8 spin_multiplicity=1 total_energy_ha=-328.1821 homo_energy_ev=-8.7 charge=0
C 0.5941 0.8079 -0.0025
O 1.6638 0.0534 0.1686
C -0.1108 0.6318 -1.3815
C 0.8466 0.9772 -2.5213
H 0.8627 1.8901 -0.0999
H -0.2002 0.8962 0.7537
H -1.0561 1.1757 -1.4211
H -0.3147 -0.4455 -1.4899
H 0.6398 0.3858 -3.4117
H 1.8729 0.7791 -2.2012
H 0.8516 2.0478 -2.7366
C -1.3922 -0.6888 2.2543
C 0.5093 -1.2370 0.9000
N -0.8295 -1.3262 1.0684
H -2.3108 -1.1812 2.5722
H -1.5429 0.3920 2.1764
H -0.6969 -0.8774 3.0739
H 1.0575 -1.1296 1.8236
H 0.9055 -2.0040 0.2539
H -1.3500 -1.1474 0.2206